# C40H120N24O16

A 16-piece molecular cluster, C40H120N24O16 overall at a distorted geometry (ωB97M-V with the def2-TZVPD basis set, the Open Molecules 2025 dataset).

Calculated values
molecular weight	1193.552	g/mol
largest force on an atom	6.15	eV/Å
orbital gap (alpha / beta)	1.893 / 7.838	eV

```
! wB97M-V def2-TZVPD RIJCOSX def2/J DEFGRID3
* xyz -1 2
C -2.850 2.251 -3.952
O -2.334 2.517 -4.994
N -4.081 2.590 -3.659
N -2.340 1.584 -2.946
H -4.400 2.156 -2.805
H -4.508 3.168 -4.369
H -1.450 1.353 -3.364
H -2.918 1.076 -2.292
C -1.296 -1.902 3.443
O -2.380 -1.363 3.550
N -0.431 -1.711 2.513
N -0.718 -2.729 4.303
H -0.681 -1.027 1.814
H 0.441 -2.221 2.547
H -1.142 -3.078 5.151
H 0.129 -3.147 3.945
C 3.151 -4.428 -2.386
O 3.579 -3.364 -2.860
N 1.866 -4.567 -2.180
N 3.914 -5.500 -2.095
H 1.334 -3.720 -2.319
H 1.500 -5.494 -2.347
H 3.369 -6.230 -1.660
H 4.919 -5.514 -2.198
C 3.752 0.953 1.401
O 3.686 1.621 0.411
N 4.460 -0.161 1.506
N 3.393 1.207 2.601
H 4.453 -0.505 2.455
H 4.871 -0.632 0.712
H 3.555 0.540 3.342
H 3.021 2.110 2.858
C 4.674 1.966 -3.054
O 4.884 2.472 -4.115
N 5.222 0.837 -2.617
N 3.752 2.382 -2.150
H 5.957 0.496 -3.221
H 4.509 0.286 -2.161
H 3.916 2.104 -1.193
H 3.471 3.319 -2.403
C -4.567 0.423 -0.273
O -4.582 1.152 -1.239
N -4.959 -0.790 -0.162
N -4.065 0.724 0.900
H -5.002 -1.171 0.772
H -5.438 -1.205 -0.948
H -3.963 0.045 1.641
H -3.589 1.605 1.035
C 1.608 -4.413 1.771
O 1.503 -3.812 2.785
N 1.581 -3.915 0.572
N 1.621 -5.755 1.736
H 1.807 -4.662 -0.069
H 1.680 -2.914 0.484
H 1.412 -6.277 2.575
H 1.585 -6.170 0.816
C 1.140 1.630 -5.157
O 1.280 2.799 -5.003
N 2.119 0.755 -5.022
N -0.031 1.045 -5.219
H 2.969 1.227 -4.747
H 1.989 -0.225 -5.225
H -0.870 1.586 -5.375
H -0.192 0.094 -4.921
C -0.952 -1.451 -0.952
C -0.052 -0.254 -1.217
C -0.271 0.991 -0.282
O 0.191 0.543 1.063
C -0.083 1.522 2.025
N 1.279 -0.815 -1.177
H -0.849 -1.733 0.096
H -0.703 -2.271 -1.625
H -2.007 -1.276 -1.163
H -0.259 0.002 -2.256
H -1.310 1.321 -0.292
H 0.330 1.802 -0.693
H 0.542 1.373 2.906
H -1.129 1.564 2.331
H 0.167 2.496 1.606
H 1.636 -0.770 -0.233
H 1.914 -0.120 -1.541
C -5.661 -4.608 2.492
C -4.379 -3.827 2.303
C -3.594 -4.080 0.931
O -3.095 -5.424 0.885
C -1.859 -5.628 1.595
N -4.735 -2.378 2.325
H -5.531 -5.578 2.012
H -6.373 -4.130 1.819
H -6.005 -4.479 3.518
H -3.660 -3.968 3.110
H -2.806 -3.388 0.632
H -4.271 -4.068 0.077
H -2.011 -5.262 2.611
H -1.017 -5.075 1.178
H -1.653 -6.698 1.603
H -5.402 -2.052 3.010
H -3.869 -1.958 2.630
C -1.298 -2.642 -4.707
C 0.162 -2.928 -4.720
C 0.710 -3.259 -6.091
O -0.064 -4.338 -6.681
C 0.351 -4.615 -7.966
N 0.874 -1.794 -4.186
H -1.767 -2.228 -3.814
H -1.902 -3.521 -4.932
H -1.515 -1.813 -5.380
H 0.315 -3.849 -4.158
H 1.768 -3.489 -5.964
H 0.663 -2.337 -6.671
H 0.715 -3.763 -8.539
H -0.344 -5.279 -8.479
H 1.256 -5.174 -7.730
H 0.653 -1.625 -3.215
H 1.830 -2.114 -4.127
C -1.854 -5.413 -2.356
C -2.011 -6.912 -2.539
C -1.015 -7.613 -3.437
O 0.305 -7.274 -2.986
C 1.192 -8.237 -3.650
N -1.892 -7.525 -1.162
H -1.332 -4.849 -3.129
H -1.457 -4.980 -1.438
H -2.835 -4.948 -2.255
H -2.984 -7.117 -2.987
H -1.288 -7.380 -4.466
H -1.299 -8.654 -3.288
H 1.076 -8.188 -4.732
H 0.902 -9.209 -3.251
H 2.237 -8.149 -3.353
H -2.263 -6.827 -0.534
H -0.899 -7.391 -1.032
C 1.567 0.533 5.814
C 1.217 0.457 7.324
C 1.443 1.859 7.980
O 1.601 1.638 9.350
C 1.642 2.742 10.240
N -0.200 0.117 7.588
H 0.759 1.040 5.287
H 1.712 -0.440 5.344
H 2.523 1.021 5.625
H 1.877 -0.329 7.689
H 0.678 2.577 7.684
H 2.418 2.257 7.701
H 2.459 2.527 10.928
H 0.682 2.840 10.747
H 1.814 3.727 9.806
H -0.018 0.101 8.581
H -0.406 -0.850 7.384
C 1.982 4.595 0.673
C 2.995 4.719 1.934
C 3.159 6.096 2.469
O 2.014 6.608 3.222
C 2.002 8.026 3.302
N 2.465 3.826 2.957
H 1.883 3.565 0.331
H 2.414 5.263 -0.072
H 0.963 4.915 0.895
H 3.940 4.309 1.578
H 3.504 6.670 1.609
H 4.016 6.165 3.138
H 2.593 8.486 4.094
H 0.988 8.372 3.500
H 2.236 8.526 2.363
H 1.657 4.281 3.357
H 3.052 3.942 3.771
C -1.308 4.700 3.456
C -2.759 4.623 3.161
C -3.237 3.416 2.307
O -2.649 3.491 0.997
C -3.123 4.505 0.181
N -3.644 4.699 4.319
H -1.211 5.620 4.033
H -0.893 4.967 2.484
H -0.945 3.772 3.898
H -2.937 5.614 2.744
H -4.326 3.387 2.279
H -2.936 2.571 2.926
H -2.889 5.494 0.576
H -4.189 4.345 0.023
H -2.758 4.432 -0.843
H -3.895 3.784 4.667
H -3.328 5.222 5.123
C -0.378 5.259 -2.256
C 0.068 5.984 -3.501
C 1.604 6.225 -3.666
O 2.047 6.898 -2.436
C 3.329 6.527 -2.016
N -0.353 5.144 -4.569
H 0.028 5.814 -1.410
H 0.014 4.242 -2.247
H -1.456 5.169 -2.125
H -0.467 6.934 -3.512
H 1.892 6.935 -4.441
H 2.145 5.317 -3.931
H 4.036 6.753 -2.813
H 3.457 5.449 -1.922
H 3.652 7.057 -1.120
H 0.239 4.325 -4.568
H -1.254 4.776 -4.302
*
```

These are the Mulliken partial charges, in e, on atoms 1 to 6: C 0.5795; O -0.7671; N -0.3524; N 0.7863; H 0.3162; H 0.2172